No. 1
A cluster of 5 separate species, C22H37N6O3 in total in a non-equilibrium geometry. Source: the Open Molecules 2025 dataset; level of theory: the ωB97M-V functional and the def2-TZVPD basis.

HOMO, Ha: -0.47360
E_tot, eV: -38488.4860
Frontier orbital gap, eV: 9.7177
LUMO, eV: -3.17
Total charge: +1

Each line ends with the Löwdin charge.
Element x y z (Å)
1 O -1.913 2.070 3.587  -0.0068
2 O -7.549 0.882 3.627  0.1154
3 O -0.251 0.654 3.080  0.1065
4 N -6.677 1.774 3.061  -0.1045
5 N 3.508 -4.130 1.745  0.1753
6 N 0.577 0.061 -5.365  0.1624
7 N 3.755 1.176 -0.073  0.1404
8 N -4.883 2.677 2.308  -0.0163
9 N -1.770 2.256 -0.255  0.1619
10 C -0.954 1.575 2.775  -0.3328
11 C -7.045 2.994 2.566  0.0362
12 C -0.393 -0.135 -2.394  -0.2737
13 C 0.909 -4.849 -0.895  -0.1048
14 C 4.804 0.085 2.054  -0.1827
15 C -1.014 1.453 -0.581  -0.1776
16 C 0.964 -4.690 1.642  -0.1887
17 C -0.077 0.414 -0.994  -0.1613
18 C 4.048 -1.187 2.462  -0.2693
19 C 4.246 0.688 0.844  -0.2274
20 C -5.364 1.581 2.902  0.0544
21 C -3.484 2.917 1.906  -0.0941
22 C -2.577 3.218 3.076  -0.1453
23 C -1.748 -0.826 -2.472  -0.1028
24 C 2.508 1.570 -6.260  -0.1856
25 C 2.389 -4.382 1.707  -0.2162
26 C -5.917 3.555 2.094  0.0128
27 C 1.424 0.716 -5.779  -0.2106
28 C 3.858 1.222 -5.614  -0.2549
29 C 2.596 -0.878 2.796  -0.1176
30 C 3.853 1.440 -4.105  -0.1115
31 C 0.627 -5.556 0.424  -0.2572
32 H 2.065 -1.774 3.118  0.0611
33 H -3.149 2.077 1.319  0.0859
34 H -0.429 -5.823 0.477  0.1078
35 H 1.192 -6.488 0.467  0.1143
36 H 2.570 1.476 -7.345  0.1189
37 H 4.547 -1.631 3.324  0.1123
38 H -5.801 4.497 1.614  0.1422
39 H 0.399 -3.756 1.616  0.1151
40 H -3.495 3.768 1.246  0.1281
41 H -0.358 0.668 -3.125  0.0825
42 H 4.830 1.231 -3.672  0.0735
43 H -1.815 -1.653 -1.765  0.0678
44 H 0.392 -0.840 -2.666  0.1028
45 H -0.876 2.067 1.804  0.1045
46 H 4.123 0.187 -5.834  0.1119
47 H -0.101 -0.390 -0.254  0.1205
48 H -3.087 3.711 3.887  0.1380
49 H -7.773 0.238 2.940  0.1469
50 H 3.594 2.471 -3.857  0.0771
51 H -1.826 3.911 2.722  0.1334
52 H -4.818 0.712 3.193  0.1787
53 H 2.524 -0.146 3.602  0.0753
54 H 0.623 -5.478 -1.737  0.0753
55 H 2.251 2.609 -6.047  0.1209
56 H 0.344 -3.919 -0.966  0.0629
57 H 3.132 0.780 -3.620  0.0608
58 H -1.905 -1.228 -3.472  0.0758
59 H 5.856 -0.150 1.884  0.1192
60 H 0.678 -5.207 2.559  0.1199
61 H -8.041 3.369 2.584  0.1455
62 H 0.933 0.830 -0.970  0.1092
63 H 2.071 -0.477 1.927  0.0538
64 H 1.969 -4.614 -1.003  0.0748
65 H -2.564 -0.132 -2.262  0.0676
66 H 4.099 -1.917 1.666  0.0635
67 H 4.623 1.848 -6.075  0.1084
68 H 4.773 0.827 2.854  0.1205

Atomic forces in eV per Å
O -0.43 -0.24 0.40
O 0.37 0.22 0.19
O -0.71 0.47 0.04
N -0.07 -0.32 -0.18
N 0.01 -0.23 -0.05
N 0.03 -0.05 -0.11
N -0.05 -0.09 -0.07
N -0.20 -0.35 0.10
N 0.23 0.00 -0.38
C 0.98 -0.81 0.10
C -0.05 -0.08 0.10
C -0.30 -0.07 0.10
C 0.05 -0.09 -0.01
C 0.25 -0.28 0.10
C 0.01 -0.14 -0.14
C -0.20 -0.27 0.00
C 0.29 -0.12 -0.22
C -0.23 0.38 0.11
C -0.08 0.14 0.10
C -0.22 0.65 -0.18
C -0.61 -0.03 0.50
C 0.69 0.04 -0.46
C 0.04 0.06 -0.04
C 0.34 -0.04 -0.15
C 0.00 0.13 0.07
C 0.11 -0.14 0.08
C -0.08 0.08 0.08
C -0.01 0.06 0.23
C 0.04 -0.10 -0.01
C -0.02 -0.05 -0.06
C -0.04 0.05 -0.21
H 0.01 -0.03 0.02
H 0.05 -0.13 -0.01
H -0.01 0.00 0.06
H 0.01 -0.01 0.08
H -0.06 -0.05 -0.01
H 0.07 0.04 -0.01
H 0.26 0.39 -0.19
H 0.08 0.05 -0.03
H -0.14 0.22 -0.31
H 0.10 0.06 0.00
H 0.01 -0.01 -0.01
H 0.00 -0.07 0.07
H 0.07 0.07 0.03
H -0.02 0.33 0.03
H -0.06 -0.02 -0.08
H -0.08 0.05 0.08
H -0.25 -0.05 0.37
H -0.07 -0.04 -0.13
H -0.01 0.01 0.02
H 0.24 0.30 -0.12
H 0.20 -0.27 0.13
H -0.06 0.03 -0.01
H 0.00 0.01 -0.02
H -0.07 0.01 0.05
H -0.04 0.09 -0.02
H -0.02 0.03 0.04
H 0.00 0.01 -0.01
H 0.01 0.08 -0.12
H 0.08 0.02 0.05
H -0.44 -0.04 0.09
H -0.01 0.08 0.06
H -0.01 0.05 0.04
H -0.01 0.02 0.03
H 0.00 0.01 0.01
H 0.10 -0.07 -0.14
H -0.04 0.02 -0.06
H -0.06 0.06 -0.03

=====

No. 2
A cluster of 2 separate species, C13H13OP in total in a non-equilibrium geometry. Source: the Open Molecules 2025 dataset; level of theory: the ωB97M-V functional and the def2-TZVPD basis.

HOMO (alpha / beta), Ha: -0.26509 / -0.31372
ΔE to the lowest compared entry with this formula, charge and spin, eV: 2.512
E_tot, eV: -25024.1440
Frontier orbital gap (alpha / beta), eV: 5.6300 / 7.8574
LUMO (alpha / beta), eV: -1.58 / -0.68

Each line ends with the Löwdin charge.
Element x y z (Å)
1 P -3.212 -1.040 0.964  0.7817
2 O -4.238 -1.326 -0.030  -0.4310
3 C 1.664 -0.871 -1.839  -0.0422
4 C 0.615 -1.361 -0.990  -0.3081
5 C -1.561 2.177 -1.069  -0.0649
6 C -2.274 0.941 -0.850  -0.0527
7 C 2.627 -0.079 -1.282  -0.1075
8 C -0.383 1.877 1.070  -0.1076
9 C -0.569 2.584 -0.127  -0.0910
10 C 2.952 -0.111 0.103  -0.0639
11 C -1.166 0.793 1.379  -0.1632
12 C 2.035 -0.847 0.889  -0.1046
13 C -0.483 -2.092 -1.346  0.0796
14 C -2.073 0.333 0.440  -0.3964
15 C 0.821 -1.184 0.424  -0.0944
16 H -1.652 2.761 -2.086  0.1310
17 H -0.084 3.619 -0.131  0.1239
18 H 3.886 0.287 0.454  0.0911
19 H 2.346 -0.849 1.956  0.1178
20 H 1.511 -0.781 -2.904  0.1063
21 H -1.204 -2.270 -0.484  0.0514
22 H -3.026 0.440 -1.410  0.0801
23 H -0.723 -2.461 -2.334  0.0666
24 H -3.742 -0.424 2.136  -0.0095
25 H 3.144 0.630 -1.970  0.1124
26 H 0.223 -1.661 1.097  0.0761
27 H 0.431 2.244 1.705  0.1107
28 H -1.231 0.364 2.379  0.1084

Atomic forces in eV per Å
P 1.87 1.84 0.95
O -1.54 -0.74 -1.48
C -1.58 1.04 0.35
C 1.19 -0.08 0.60
C 0.23 -0.62 -1.51
C 1.94 1.25 2.77
C 1.63 1.09 -0.01
C 0.82 1.00 -0.51
C -0.93 0.96 0.19
C -1.29 -1.13 -1.83
C -0.74 -0.14 0.09
C 2.68 2.55 1.69
C -1.76 -0.36 1.05
C -1.01 -0.04 -1.11
C 1.52 -0.73 -2.04
H -0.06 -1.19 2.28
H -0.53 -1.76 -0.70
H -0.01 0.23 0.28
H -0.84 -0.48 -0.58
H -0.08 -0.38 -0.16
H 0.83 -0.15 -1.58
H -0.35 0.27 -1.07
H 0.04 0.13 0.01
H 0.01 -0.28 0.18
H 0.07 -0.90 0.62
H -2.14 -1.09 1.52
H -0.56 -0.23 0.16
H 0.58 -0.04 -0.12

=====

No. 3
A structure of composition C7H15PS in a non-equilibrium geometry. Source: the Open Molecules 2025 dataset; level of theory: the ωB97M-V functional and the def2-TZVPD basis.

HOMO, Ha: -0.30974
ΔE to the lowest compared entry with this formula, charge and spin, eV: 0.949
E_tot, eV: -27624.5775
Frontier orbital gap, eV: 9.1798
LUMO, eV: 0.75

Each line ends with the Löwdin charge.
Element x y z (Å)
1 S 2.777 1.043 0.018  0.1933
2 P 1.206 -0.099 0.063  0.4654
3 C -0.532 0.904 -0.040  -0.6159
4 C 0.934 -1.596 1.228  -0.2737
5 C -1.704 0.021 0.117  -0.1025
6 C -0.354 1.854 -1.225  -0.1148
7 C 0.738 -2.511 0.054  -0.3088
8 C 0.970 -1.542 -1.165  -0.2839
9 C -0.477 1.925 1.153  -0.1103
10 H 0.316 2.582 -1.066  0.0201
11 H -1.982 -0.229 -0.899  0.0797
12 H -2.620 0.448 0.555  0.0922
13 H 1.864 -1.916 -1.789  0.1007
14 H -1.512 -0.814 0.844  0.0807
15 H 1.521 -3.392 -0.084  0.1399
16 H 1.942 -1.590 1.667  0.0798
17 H -1.095 2.801 0.883  0.0954
18 H -0.296 -2.829 -0.201  0.1010
19 H -0.099 1.389 -2.075  0.0222
20 H 0.054 -1.395 1.820  0.0582
21 H -1.389 2.350 -1.562  0.1466
22 H -0.881 1.695 2.131  0.0768
23 H 0.165 -1.260 -1.863  0.0632
24 H 0.454 2.164 1.435  -0.0052

Atomic forces in eV per Å
S -0.21 -0.23 0.28
P -1.82 -0.69 -1.19
C 2.84 1.99 2.57
C 0.99 2.11 -0.70
C -1.03 -0.92 -0.04
C -6.02 -0.85 0.39
C 0.30 -1.74 -2.98
C 2.12 0.61 -0.43
C -3.47 -0.60 -0.39
H 2.39 2.63 0.95
H -0.34 -1.21 -0.07
H 0.50 0.66 -0.19
H -1.22 1.18 0.92
H -0.09 0.35 -1.25
H -1.93 1.66 0.75
H -0.73 -0.71 0.66
H 0.62 -0.14 -0.12
H 0.57 -0.51 1.31
H 1.21 -2.08 -3.25
H 0.33 -0.34 0.86
H 1.92 -0.81 1.17
H -0.64 -1.21 0.11
H 0.00 -0.66 0.39
H 3.71 1.51 0.23